98
Properties=species:S:1:pos:R:3:forces:R:3 method="wB97M-V/def2-TZVPD" multiplicity=5 lumo_ev="-4.70 / -8.28" charge=+2 homo_energy_ha="-0.376 / -0.438" max_force_ev_per_a=3.7 e_above_lowest_ev=0.0000
Rh 0.8876 -0.1658 -1.2371 -0.1595 -0.9236 -2.0435
Cl 4.7660 3.8325 -3.6964 -0.7838 -0.0733 -0.7612
C 3.1744 3.6477 -4.5515 0.3685 -0.6401 0.4798
Cl 3.2119 2.5215 -5.9729 0.1118 0.8315 0.8356
H 2.7884 4.6268 -4.8225 0.3099 -0.1480 -0.3065
H 2.5293 3.1926 -3.8040 -0.0400 -0.0105 -0.2322
F -1.6210 4.6832 2.9412 0.8720 -1.0762 0.0577
C -0.7979 3.6297 3.2441 0.4410 0.8944 1.2167
C -0.3046 2.8330 2.2151 1.3195 -0.9614 0.6903
C 0.6132 1.7390 2.5024 -2.1227 0.4243 -2.0019
C 0.9942 0.8235 1.4622 0.4147 0.5198 0.8597
O 0.4656 0.9808 0.3065 0.1560 0.5361 -0.0004
C 1.7926 -0.3517 1.8336 -1.1487 0.6809 2.1939
C 1.8629 -0.5970 3.1773 0.2364 -1.6887 0.2047
N 1.3049 0.1757 4.2146 0.7932 0.2500 -3.2101
C 1.4572 -0.2280 5.5359 0.3449 -0.2272 1.9312
C 0.3173 -0.6656 6.3927 -2.0976 1.1749 2.2840
C 1.3002 -1.6227 5.9852 2.1440 -2.9483 -0.3689
C 0.7295 1.3735 3.8359 -0.3982 1.2822 2.9392
C 0.2016 2.2215 4.8402 0.9635 -0.5031 1.7690
C -0.4268 3.4434 4.6319 -1.2808 -0.1267 -2.5294
N -0.8601 4.2320 5.7264 -0.5542 1.0356 0.2142
C -2.0734 5.0879 5.6373 1.4297 -0.6047 0.2381
C -2.6592 5.2650 7.0584 0.1111 -1.4574 -0.9643
N -1.6406 5.8221 7.9621 0.1126 0.6901 1.6290
C -0.3747 5.0215 7.9714 0.9038 0.5003 0.0767
C 0.1659 4.8983 6.5087 -0.6416 -0.9809 1.5475
C 2.3159 -1.3869 0.9061 1.1237 -0.5772 -2.4826
O 2.5827 -2.5239 1.2519 -0.3517 1.0017 0.5821
O 2.5004 -0.9404 -0.3432 0.1893 -0.5918 2.2217
H -0.5140 3.0260 1.1813 -0.3210 0.1897 -0.1658
H 2.2389 -1.5937 3.4632 0.0739 0.8443 0.0885
H 2.2196 0.1756 6.2097 0.1300 0.9295 -1.1575
H -0.7077 -0.7553 5.9879 0.8076 0.1317 0.1556
H 0.3763 -0.3621 7.4712 -0.3968 -0.0179 -1.2272
H 0.9873 -2.4270 5.3222 0.1156 0.2999 -0.0998
H 2.1395 -1.9306 6.6565 -1.1656 0.0766 -0.4379
H 0.3281 1.9718 5.9313 -0.0699 -0.0864 -1.3863
H -2.7371 4.5377 4.9877 -0.6508 0.3846 0.0262
H -1.7825 6.0696 5.1936 -0.5577 -0.4198 0.1893
H -2.9853 4.3004 7.4977 0.2137 0.5100 -0.4069
H -3.4742 5.9411 7.0358 -0.9057 0.6198 0.0168
H -1.9899 5.8429 8.9462 0.0534 -0.0242 -0.8616
H -1.4781 6.8090 7.7424 0.2366 -0.0978 -0.2082
H -0.6776 4.0780 8.4414 0.3260 -0.0444 -0.5225
H 0.3471 5.5175 8.6719 -0.5995 -0.2787 -0.7716
H 0.9516 4.1591 6.5861 0.7751 0.4137 -0.0774
H 0.5101 5.8934 6.1598 -0.0668 -0.4570 -0.1435
C -2.7961 -5.7483 -2.0913 0.9529 -1.8361 0.3973
O -1.5506 -5.3523 -2.7438 -1.0423 -0.1448 0.6961
C -1.7504 -4.8493 -3.9727 -1.0002 0.2907 -1.5342
C -2.8938 -5.0643 -4.7639 0.1382 -0.1496 -0.3118
C -3.1501 -4.2962 -5.8998 0.2777 -0.2829 0.1327
C -2.1982 -3.3830 -6.3700 -1.1439 -0.1002 -1.5123
C -1.0231 -3.2790 -5.7023 0.6776 0.4609 0.2123
C -0.8488 -3.9487 -4.5103 0.1889 0.8379 1.4261
N 0.1101 -3.3725 -3.6479 -0.0760 1.2464 -0.1944
C 0.0121 -2.0633 -3.2347 0.8582 -1.6234 0.0136
N -1.2074 -1.4963 -3.1497 0.1263 1.1278 0.7259
C -1.4452 -0.1142 -2.8519 -0.3116 1.3154 -0.6842
C -0.6071 0.7358 -2.0534 -0.5790 -2.4223 -1.4590
C -0.7849 2.0960 -2.0706 -0.3195 0.6805 0.1431
C -1.6801 2.6652 -2.9183 -0.3709 0.0551 -0.4714
C -2.4703 1.9159 -3.7889 0.0124 -1.5056 1.2693
C -2.4823 0.5365 -3.6225 0.3951 -1.3841 -0.5181
O -3.3352 -0.3400 -4.2990 0.9780 1.0549 0.2809
C -4.0897 0.2839 -5.3330 -0.3146 -0.2541 -1.8889
N 1.1063 -1.3867 -2.8856 0.0894 0.4740 1.3924
C 2.3891 -1.8770 -3.3051 0.8097 -1.1385 -0.7627
C 3.1531 -1.1583 -4.2203 0.3336 -1.0804 0.1557
C 4.2843 -1.7068 -4.8785 -0.3496 1.4792 -0.3029
C 4.7567 -2.9391 -4.4985 0.7808 -1.0484 -0.1496
C 3.9939 -3.6869 -3.5691 1.6567 0.1715 -0.1408
C 2.8807 -3.1770 -2.9771 -1.2890 0.6922 0.9768
O 2.1301 -3.9037 -2.0587 0.3464 0.0319 0.3199
C 2.7880 -4.6842 -1.0173 0.2375 -0.4331 -1.0824
H -2.5705 -5.9367 -1.0224 0.0732 0.3163 -0.7069
H -3.1484 -6.7277 -2.5064 0.2390 0.8752 0.2416
H -3.5735 -5.0111 -2.1843 -0.1620 0.4768 -0.1850
H -3.5620 -5.8788 -4.5528 -0.3730 0.0615 0.3427
H -4.0942 -4.4709 -6.4145 0.3216 0.1216 -0.0388
H -2.3509 -2.8086 -7.3000 -0.0805 -0.3934 0.6305
H -0.2209 -2.5850 -5.9645 -0.3571 -0.1505 -0.1948
H 0.7522 -3.9636 -3.1509 0.4182 -0.0367 0.3524
H -1.9753 -2.0674 -3.4816 -0.1194 0.2369 -0.0413
H -0.2627 2.8029 -1.4530 0.5445 -0.2945 0.4120
H -1.7616 3.7216 -2.8458 -0.2133 0.8114 -0.4659
H -3.1181 2.3207 -4.5102 -0.6587 0.8309 -0.4647
H -4.5748 -0.5048 -6.0188 0.9422 0.9990 1.3732
H -3.4167 0.9295 -5.9858 -0.8318 -0.8371 0.7215
H -4.8910 0.9004 -4.9080 0.1647 -0.0598 -0.0806
H 2.8975 -0.1474 -4.3813 -0.4855 0.9546 -0.6035
H 4.7290 -1.0917 -5.7090 -0.1761 -0.7526 1.2181
H 5.7552 -3.3385 -4.8910 -1.8068 0.4933 0.4784
H 4.3667 -4.6324 -3.1953 -0.0048 -0.0491 -0.3373
H 2.1649 -5.5416 -0.8037 -0.2857 -0.2523 -0.3489
H 2.8536 -4.1463 -0.0909 0.3502 0.6549 0.0152
H 3.7546 -5.0515 -1.3949 -0.3261 0.2220 0.4722

***

17
Properties=species:S:1:pos:R:3:forces:R:3 method="wB97M-V/def2-TZVPD" multiplicity=1 lumo_ev=-3.70 charge=+1 homo_energy_ha=-0.464 max_force_ev_per_a=1.4 e_above_lowest_ev=0.3098
C -2.9956 -0.9511 0.0624 0.2657 0.6393 -0.5449
C -2.2804 0.2200 0.7005 0.2753 0.1381 -0.2827
S -1.2317 1.0958 -0.5417 -0.1938 -0.2183 0.4378
H -2.3238 -1.5903 -0.4922 0.2966 0.0093 -0.3385
H -3.7748 -0.5782 -0.5940 -0.1203 -0.1242 -0.2111
H -3.4335 -1.5861 0.7805 -0.7391 -0.5684 1.0699
H -2.9646 0.9633 1.1018 -0.0586 -0.1271 0.0929
H -1.6212 -0.1169 1.4960 0.1239 0.1150 0.0657
H -2.0859 0.8912 -1.5513 0.1377 0.0593 -0.1574
N 1.8741 0.0387 -0.8187 0.5638 -0.5967 0.7004
C 2.6205 0.4576 0.1730 0.5393 -0.0467 -0.2165
N 3.9131 0.2378 0.2751 -0.1101 0.4622 -0.0321
H 2.3294 -0.5730 -1.4841 -0.2920 -0.0018 -0.2106
H 0.8699 -0.0885 -0.6634 -0.1839 0.6194 -0.3947
H 2.2259 1.0684 0.9706 -0.5837 -0.1540 0.0499
H 4.3979 0.6758 1.0424 0.1643 -0.0224 -0.0518
H 4.4808 -0.1645 -0.4569 -0.0852 -0.1832 0.0237